Formula: C60H138N14O6S6
Source: the Open Molecules 2025 dataset
Level of theory: wB97M-V/def2-TZVPD

The calculation puts the HOMO energy at -0.296 Eh. The calculation puts the HOMO-LUMO gap at 7.75 eV.

Last column: Mulliken charge in e.
CARTESIAN COORDINATES (ANGSTROEM)
C (24.24, -17.08, 19.15)  -0.30
C (24.21, -17.60, 20.62)  0.28
N (23.16, -17.06, 21.43)  1.19
C (23.26, -17.53, 22.79)  -0.10
C (22.42, -16.73, 23.79)  -0.68
C (21.81, -17.30, 20.86)  0.00
C (20.87, -16.09, 20.87)  -0.37
H (24.99, -17.69, 18.64)  0.52
H (24.58, -16.06, 19.02)  -0.05
H (23.30, -17.00, 18.61)  -0.39
H (24.23, -18.68, 20.74)  -0.33
H (25.14, -17.28, 21.09)  -0.15
H (22.96, -18.58, 22.84)  0.20
H (24.26, -17.50, 23.22)  -0.13
H (22.64, -15.67, 23.64)  -0.04
H (21.36, -16.94, 23.64)  -0.29
H (22.66, -16.99, 24.82)  0.67
H (21.25, -17.98, 21.51)  0.13
H (21.82, -17.69, 19.85)  -0.04
H (19.83, -16.41, 20.74)  -0.14
H (21.05, -15.39, 20.06)  -0.23
H (20.92, -15.55, 21.82)  0.03
C (24.35, -21.94, 24.71)  -1.42
C (23.42, -21.89, 23.49)  0.09
N (23.99, -22.44, 22.25)  0.14
C (23.15, -22.24, 21.09)  0.73
C (21.77, -22.82, 21.32)  -1.68
C (25.35, -22.09, 21.97)  0.11
C (26.05, -23.22, 21.18)  -1.59
H (24.83, -22.91, 24.84)  0.32
H (23.70, -21.93, 25.58)  0.52
H (25.02, -21.09, 24.82)  0.20
H (22.48, -22.40, 23.72)  0.33
H (23.06, -20.88, 23.29)  0.07
H (22.98, -21.20, 20.83)  -0.65
H (23.57, -22.73, 20.22)  0.44
H (21.10, -22.36, 22.05)  0.29
H (21.31, -22.73, 20.33)  0.51
H (21.84, -23.89, 21.49)  0.36
H (26.00, -21.96, 22.84)  0.43
H (25.47, -21.12, 21.48)  -0.12
H (27.09, -22.92, 21.11)  0.46
H (25.76, -23.19, 20.13)  0.34
H (25.86, -24.24, 21.51)  0.29
C (22.42, -20.69, 32.66)  -1.42
C (22.97, -19.69, 31.59)  -0.48
N (22.41, -19.86, 30.27)  0.08
C (20.96, -19.62, 30.21)  -0.61
C (20.40, -18.35, 30.95)  -1.04
C (23.23, -18.99, 29.45)  -0.66
C (23.13, -19.52, 27.99)  -1.21
H (23.07, -20.78, 33.53)  0.44
H (22.44, -21.70, 32.25)  0.34
H (21.42, -20.42, 33.01)  0.29
H (22.80, -18.64, 31.87)  0.41
H (24.02, -19.98, 31.51)  0.49
H (20.58, -19.64, 29.19)  0.32
H (20.48, -20.52, 30.61)  0.36
H (20.60, -18.41, 32.02)  0.37
H (20.90, -17.43, 30.63)  0.15
H (19.32, -18.28, 30.87)  0.40
H (24.28, -18.90, 29.75)  0.57
H (22.79, -18.01, 29.62)  0.27
H (23.44, -20.56, 28.03)  0.41
H (23.80, -19.00, 27.30)  0.37
H (22.14, -19.49, 27.53)  0.17
C (29.44, -16.37, 21.14)  -1.50
C (28.53, -17.34, 21.89)  -0.16
N (28.18, -17.02, 23.31)  0.45
C (27.56, -18.25, 23.88)  -0.32
C (27.02, -18.01, 25.30)  -1.27
C (29.26, -16.47, 24.16)  -0.83
C (30.53, -17.33, 24.26)  -1.32
H (29.55, -16.78, 20.13)  0.45
H (30.44, -16.25, 21.54)  0.31
H (28.96, -15.39, 21.10)  0.29
H (27.55, -17.43, 21.42)  0.09
H (28.95, -18.34, 21.78)  0.35
H (28.24, -19.10, 23.81)  0.44
H (26.70, -18.46, 23.25)  0.06
H (26.58, -18.94, 25.67)  0.33
H (26.22, -17.28, 25.33)  0.03
H (27.83, -17.74, 25.98)  0.56
H (29.53, -15.53, 23.70)  0.55
H (29.01, -16.31, 25.21)  0.38
H (30.43, -18.14, 24.98)  0.30
H (30.88, -17.63, 23.27)  0.28
H (31.24, -16.63, 24.68)  0.45
C (29.93, -22.49, 13.64)  -1.45
C (29.32, -22.83, 14.93)  -0.36
N (29.17, -21.68, 15.87)  -0.02
C (28.27, -20.66, 15.21)  -0.60
C (27.87, -19.43, 16.04)  -1.11
C (28.57, -22.15, 17.12)  -0.16
C (29.64, -22.69, 18.06)  -1.21
H (30.06, -23.41, 13.08)  0.44
H (30.88, -21.98, 13.81)  0.32
H (29.19, -21.98, 13.02)  0.34
H (28.37, -23.31, 14.72)  0.39
H (29.85, -23.67, 15.38)  0.41
H (28.76, -20.35, 14.28)  0.33
H (27.45, -21.23, 14.78)  0.43
H (28.76, -18.95, 16.44)  0.32
H (27.41, -18.70, 15.38)  0.36
H (27.14, -19.71, 16.81)  0.24
H (27.87, -22.96, 16.90)  0.21
H (28.01, -21.40, 17.67)  0.25
H (30.10, -23.55, 17.57)  0.30
H (29.14, -22.90, 19.00)  0.28
H (30.40, -21.94, 18.29)  0.30
C (17.55, -14.67, 18.96)  0.54
C (16.72, -15.92, 18.72)  -0.05
N (16.11, -16.86, 18.48)  -0.49
H (17.39, -13.84, 18.28)  0.52
H (18.54, -15.11, 18.81)  -0.42
H (17.37, -14.42, 20.01)  -0.06
C (17.90, -18.85, 19.93)  0.80
C (18.06, -19.97, 20.85)  0.23
N (18.32, -20.84, 21.61)  -0.58
H (17.38, -18.03, 20.42)  -0.57
H (17.45, -19.19, 19.00)  0.49
H (18.85, -18.48, 19.54)  -0.28
C (21.05, -14.83, 17.13)  0.29
C (22.45, -14.38, 17.25)  0.44
N (23.61, -14.10, 17.31)  -0.46
H (20.81, -15.89, 17.01)  0.13
H (20.60, -14.33, 16.27)  0.57
H (20.47, -14.60, 18.02)  -0.90
C (19.96, -10.65, 17.87)  -1.03
C (19.91, -11.75, 18.92)  0.37
N (19.70, -12.61, 19.67)  -0.20
H (18.98, -10.19, 17.75)  0.31
H (20.35, -11.26, 17.05)  0.30
H (20.71, -9.89, 18.10)  0.34
C (17.18, -18.71, 24.42)  -1.07
C (18.09, -17.78, 23.78)  0.20
N (18.82, -17.08, 23.21)  -0.14
H (17.68, -19.53, 24.93)  0.36
H (16.73, -19.19, 23.55)  0.33
H (16.44, -18.22, 25.05)  0.33
C (24.68, -13.45, 21.15)  0.63
C (25.19, -12.20, 20.47)  0.01
N (25.53, -11.24, 19.95)  -0.55
H (24.99, -13.30, 22.19)  -0.11
H (25.07, -14.39, 20.76)  -0.11
H (23.59, -13.49, 21.11)  0.11
C (20.77, -12.28, 26.90)  0.06
C (21.70, -11.22, 27.45)  0.10
N (22.38, -10.40, 27.93)  -0.52
H (20.46, -11.91, 25.92)  0.06
H (19.92, -12.44, 27.57)  0.39
H (21.37, -13.18, 26.86)  -0.13
C (24.83, -10.31, 25.44)  -1.15
C (23.88, -11.23, 24.83)  0.32
N (23.16, -11.97, 24.35)  -0.20
H (25.59, -10.03, 24.71)  0.43
H (25.48, -10.72, 26.22)  0.31
H (24.36, -9.36, 25.68)  0.35
C (25.70, -14.54, 24.89)  -0.22
C (24.80, -14.99, 25.95)  0.47
N (24.05, -15.37, 26.73)  -0.53
H (25.67, -15.25, 24.06)  -0.05
H (26.71, -14.47, 25.28)  0.41
H (25.54, -13.49, 24.66)  -0.07
C (19.14, -13.14, 23.10)  -0.59
S (17.82, -11.91, 23.34)  0.49
O (18.30, -11.01, 24.45)  -0.66
C (17.95, -11.01, 21.76)  -0.88
H (20.05, -12.58, 22.89)  0.30
H (18.89, -13.84, 22.30)  0.11
H (19.31, -13.73, 24.00)  0.26
H (18.96, -10.78, 21.45)  0.23
H (17.41, -10.07, 21.81)  0.43
H (17.59, -11.56, 20.88)  0.26
C (22.28, -20.40, 17.88)  -0.81
S (21.20, -19.59, 16.54)  0.27
O (20.58, -18.34, 17.22)  -0.51
C (22.63, -18.98, 15.53)  -0.59
H (23.05, -19.71, 18.24)  0.14
H (22.83, -21.23, 17.43)  0.60
H (21.78, -20.74, 18.78)  0.16
H (23.31, -19.80, 15.29)  0.44
H (23.15, -18.23, 16.12)  -0.15
H (22.26, -18.47, 14.64)  0.39
C (20.55, -17.07, 26.70)  -0.44
S (18.87, -16.76, 27.30)  0.64
O (18.24, -17.98, 28.03)  -0.69
C (19.31, -15.73, 28.75)  -0.56
H (21.20, -17.23, 27.56)  -0.04
H (20.90, -16.13, 26.26)  0.19
H (20.59, -17.88, 25.97)  0.44
H (18.44, -15.64, 29.41)  0.46
H (19.50, -14.69, 28.47)  0.02
H (20.08, -16.08, 29.43)  0.04
C (22.97, -14.76, 13.80)  -1.14
S (24.29, -15.88, 14.37)  0.86
O (24.44, -17.05, 13.37)  -0.72
C (25.68, -14.84, 13.84)  -1.14
H (22.03, -15.20, 14.12)  0.25
H (23.00, -14.65, 12.72)  0.50
H (23.12, -13.75, 14.20)  0.35
H (25.65, -13.99, 14.52)  0.32
H (25.73, -14.53, 12.79)  0.36
H (26.61, -15.39, 13.98)  0.34
C (15.16, -16.40, 21.85)  -0.42
S (13.72, -16.98, 22.83)  0.42
O (14.28, -17.10, 24.25)  -0.57
C (12.74, -15.34, 22.83)  -0.88
H (15.84, -17.25, 21.80)  -0.31
H (15.66, -15.55, 22.32)  0.28
H (14.87, -16.04, 20.86)  0.46
H (11.85, -15.42, 23.46)  0.34
H (12.47, -15.16, 21.79)  0.35
H (13.47, -14.64, 23.21)  0.23
C (27.55, -14.03, 17.92)  -0.51
S (28.79, -12.76, 18.38)  0.57
O (30.07, -13.27, 17.77)  -0.65
C (28.11, -11.33, 17.35)  -0.93
H (26.59, -13.68, 18.28)  0.05
H (27.80, -15.03, 18.28)  0.32
H (27.34, -13.99, 16.85)  0.21
H (27.11, -11.11, 17.72)  0.32
H (27.96, -11.64, 16.32)  0.28
H (28.80, -10.48, 17.35)  0.33


Formula: C60H140N4O12
Source: the Open Molecules 2025 dataset
Level of theory: wB97M-V/def2-TZVPD

The calculation puts the energy above the lowest of the compared OMol25 structures with the same formula, charge and spin at 74.5 kJ/mol. Its SMILES is CC1(C)CCCC(C)(C)N1O.CC1(C)CCCC(C)(C)N1O.CC1(C)CCCC(C)(C)N1O.CC1(C)CCCC(C)(C)N1O.CC(C)O.CC(C)O.CC(C)O.CC(C)O.CC(C)O.CC(C)O.CC(C)O.CC(C)O. The calculation puts the HOMO energy at -0.287 Eh. The calculation puts the HOMO-LUMO gap at 8.34 eV.

Last column: Mulliken charge in e.
CARTESIAN COORDINATES (ANGSTROEM)
C (0.66, -5.79, 6.23)  -2.06
C (1.47, -4.68, 5.57)  1.83
C (2.45, -4.07, 6.57)  -1.63
C (2.25, -5.36, 4.44)  -1.49
C (2.87, -4.39, 3.43)  -0.42
C (1.78, -3.52, 2.84)  -1.12
C (0.97, -2.79, 3.92)  3.71
C (1.72, -1.56, 4.45)  -1.41
C (-0.29, -2.25, 3.20)  -1.91
N (0.55, -3.73, 4.94)  0.20
O (-0.30, -3.13, 5.89)  -0.46
H (-0.06, -6.25, 5.57)  0.41
H (1.34, -6.56, 6.62)  0.40
H (0.14, -5.41, 7.11)  0.39
H (2.93, -4.84, 7.18)  0.48
H (3.19, -3.40, 6.15)  0.29
H (1.86, -3.55, 7.34)  0.32
H (3.05, -5.96, 4.89)  0.55
H (1.63, -6.07, 3.89)  0.30
H (3.69, -3.80, 3.86)  0.33
H (3.30, -5.01, 2.64)  0.26
H (1.08, -4.05, 2.19)  0.23
H (2.25, -2.75, 2.23)  -0.23
H (1.17, -1.03, 5.23)  0.95
H (1.83, -0.85, 3.63)  -0.16
H (2.73, -1.80, 4.79)  -0.07
H (-0.09, -1.88, 2.19)  -1.08
H (-0.75, -1.47, 3.81)  0.45
H (-1.02, -3.07, 3.13)  0.74
H (0.25, -2.54, 6.43)  0.34
C (1.74, -7.28, -2.75)  -1.86
C (1.71, -6.71, -1.34)  1.93
C (1.20, -7.79, -0.38)  -1.95
C (3.12, -6.39, -0.87)  -1.29
C (3.70, -5.09, -1.40)  -0.87
C (2.77, -3.96, -1.04)  -0.61
C (1.30, -4.20, -1.52)  2.63
C (0.45, -3.18, -0.81)  -1.13
C (1.26, -3.98, -3.02)  -2.37
N (0.87, -5.52, -1.10)  0.57
O (-0.42, -5.77, -1.66)  -0.61
H (2.61, -6.90, -3.30)  0.35
H (1.83, -8.37, -2.73)  0.43
H (0.88, -7.05, -3.38)  0.29
H (0.23, -8.20, -0.67)  0.44
H (1.94, -8.60, -0.37)  0.47
H (1.10, -7.45, 0.65)  0.28
H (3.13, -6.30, 0.22)  0.19
H (3.77, -7.24, -1.09)  0.46
H (4.71, -4.99, -0.98)  0.39
H (3.86, -5.05, -2.49)  0.42
H (3.00, -3.02, -1.56)  0.23
H (2.77, -3.77, 0.04)  -0.31
H (0.45, -3.32, 0.28)  0.18
H (-0.59, -3.19, -1.14)  0.75
H (0.68, -2.13, -1.00)  -0.49
H (1.97, -4.61, -3.55)  0.34
H (1.39, -2.94, -3.32)  0.50
H (0.27, -4.21, -3.42)  0.40
H (-0.97, -5.97, -0.90)  0.35
C (-3.05, 1.90, -5.66)  -1.99
C (-4.40, 2.23, -5.03)  2.38
C (-4.32, 3.73, -4.64)  -1.83
C (-5.47, 1.93, -6.06)  -1.37
C (-6.90, 2.01, -5.51)  -0.78
C (-7.04, 1.02, -4.36)  -1.32
C (-5.98, 1.19, -3.26)  1.83
C (-6.40, 2.35, -2.33)  -1.60
C (-5.95, -0.10, -2.46)  -2.08
N (-4.69, 1.40, -3.88)  -0.16
O (-3.65, 1.49, -2.89)  0.77
H (-2.84, 2.54, -6.52)  0.58
H (-2.26, 2.14, -4.94)  -0.17
H (-2.93, 0.88, -6.02)  0.40
H (-5.32, 4.10, -4.43)  0.47
H (-3.70, 3.97, -3.78)  0.04
H (-3.89, 4.27, -5.49)  0.48
H (-5.33, 2.45, -7.01)  0.44
H (-5.29, 0.89, -6.39)  0.45
H (-6.88, 3.03, -5.12)  0.30
H (-7.64, 1.81, -6.28)  0.44
H (-7.13, -0.02, -4.67)  0.44
H (-8.00, 1.28, -3.90)  0.42
H (-6.94, 3.13, -2.89)  0.41
H (-5.49, 2.90, -2.06)  0.12
H (-6.96, 2.00, -1.48)  0.49
H (-6.98, -0.49, -2.35)  0.50
H (-5.47, -0.02, -1.49)  0.24
H (-5.49, -0.91, -3.04)  0.43
H (-3.05, 0.81, -3.22)  0.13
C (-0.67, 3.57, 7.24)  -1.90
C (-0.17, 2.11, 7.17)  1.65
C (-0.46, 1.45, 8.52)  -2.09
C (-0.90, 1.34, 6.10)  -1.27
C (-0.50, 1.68, 4.66)  -0.53
C (0.98, 1.33, 4.52)  1.18
C (1.84, 2.05, 5.55)  1.62
C (3.20, 1.39, 5.56)  -1.54
C (2.07, 3.51, 5.12)  -2.03
N (1.24, 2.01, 6.87)  1.10
O (2.11, 2.33, 7.92)  -0.61
H (0.14, 4.21, 7.60)  0.33
H (-1.03, 3.94, 6.28)  0.24
H (-1.48, 3.69, 7.96)  0.50
H (-1.52, 1.33, 8.71)  0.44
H (-0.01, 0.45, 8.55)  0.33
H (-0.01, 2.03, 9.33)  0.45
H (-0.66, 0.27, 6.22)  -0.11
H (-1.99, 1.38, 6.18)  0.69
H (-1.25, 1.23, 4.01)  0.06
H (-0.55, 2.77, 4.53)  0.54
H (1.32, 1.72, 3.55)  -0.20
H (1.10, 0.24, 4.51)  -1.26
H (3.88, 1.83, 6.29)  0.53
H (3.67, 1.53, 4.59)  0.01
H (3.19, 0.31, 5.77)  0.25
H (2.66, 4.05, 5.86)  0.48
H (1.13, 4.06, 5.04)  0.31
H (2.65, 3.54, 4.19)  0.23
H (2.39, 1.49, 8.30)  0.31
C (4.48, -0.62, 0.89)  -1.35
C (4.60, 0.84, 1.32)  0.57
C (4.97, 1.67, 0.08)  -0.53
O (3.34, 1.28, 1.83)  -0.08
H (4.28, -1.28, 1.73)  0.16
H (5.43, -1.00, 0.50)  0.61
H (3.74, -0.68, 0.10)  0.19
H (5.43, 0.98, 2.01)  0.49
H (6.05, 1.58, -0.10)  0.55
H (4.64, 2.70, 0.16)  0.02
H (4.51, 1.24, -0.81)  -0.38
H (2.65, 0.93, 1.26)  -0.66
C (4.30, 0.73, -5.14)  -1.64
C (3.85, 1.06, -3.74)  0.69
C (4.14, 2.53, -3.41)  -0.71
O (2.43, 0.83, -3.72)  0.65
H (5.38, 0.85, -5.23)  0.48
H (3.84, 1.38, -5.88)  0.25
H (4.02, -0.29, -5.40)  0.35
H (4.39, 0.48, -2.98)  0.26
H (3.88, 2.76, -2.37)  -0.21
H (3.49, 3.18, -4.00)  0.14
H (5.20, 2.72, -3.59)  0.49
H (2.14, 0.92, -2.80)  -0.62
C (-0.84, 5.60, -5.87)  -1.87
C (-0.60, 4.56, -4.80)  2.23
C (0.34, 3.44, -5.19)  -1.11
O (-0.14, 5.24, -3.62)  -0.54
H (0.08, 6.17, -5.96)  0.48
H (-1.73, 6.14, -5.55)  0.44
H (-1.11, 5.13, -6.82)  0.34
H (-1.56, 4.14, -4.47)  -0.91
H (-0.03, 2.90, -6.06)  0.36
H (0.53, 2.70, -4.41)  -0.09
H (1.32, 3.84, -5.47)  0.47
H (0.06, 4.57, -2.96)  0.12
C (-0.27, 0.84, 0.86)  0.16
C (0.34, 0.65, -0.51)  1.59
C (-0.55, 0.94, -1.72)  -0.80
O (1.60, 1.34, -0.64)  2.29
H (0.18, 1.65, 1.43)  -0.06
H (-0.17, -0.07, 1.46)  -0.53
H (-1.36, 0.97, 0.80)  -0.46
H (0.59, -0.40, -0.67)  -1.03
H (-0.85, 1.99, -1.76)  0.41
H (-1.38, 0.25, -1.85)  0.30
H (0.08, 0.76, -2.60)  -0.71
H (1.40, 2.27, -0.77)  -0.86
C (2.32, 6.22, -1.08)  -1.57
C (2.02, 4.78, -0.67)  1.46
C (2.43, 4.48, 0.74)  -1.12
O (0.59, 4.58, -0.80)  -0.24
H (1.68, 6.46, -1.92)  0.34
H (3.36, 6.41, -1.34)  0.40
H (2.06, 6.89, -0.25)  0.38
H (2.46, 4.13, -1.43)  -0.86
H (1.89, 5.03, 1.51)  0.54
H (3.50, 4.62, 0.90)  0.42
H (2.24, 3.43, 1.01)  -0.10
H (0.15, 5.31, -0.37)  0.20
C (-4.21, -2.98, 2.34)  -1.67
C (-3.56, -1.67, 1.94)  1.86
C (-2.91, -1.74, 0.58)  -0.02
O (-4.58, -0.65, 1.92)  -0.71
H (-3.44, -3.75, 2.49)  0.33
H (-4.83, -3.41, 1.55)  0.41
H (-4.77, -2.90, 3.27)  0.37
H (-2.90, -1.39, 2.76)  -0.30
H (-1.90, -2.17, 0.58)  -0.49
H (-2.91, -0.77, 0.06)  -0.29
H (-3.48, -2.34, -0.15)  0.54
H (-4.34, -0.08, 1.18)  -0.09
C (-0.37, -0.22, -6.06)  -0.70
C (0.77, -1.16, -6.44)  0.80
C (1.65, -0.55, -7.52)  -1.61
O (1.45, -1.45, -5.23)  -0.32
H (-1.16, -0.79, -5.55)  0.15
H (-0.75, 0.39, -6.88)  0.47
H (0.01, 0.52, -5.35)  -0.33
H (0.39, -2.08, -6.90)  0.47
H (2.02, 0.47, -7.38)  0.16
H (1.12, -0.62, -8.47)  0.48
H (2.56, -1.16, -7.60)  0.40
H (1.47, -0.60, -4.76)  -0.06
C (-3.65, 2.46, 2.49)  -1.17
C (-4.13, 2.97, 1.14)  0.84
C (-3.09, 3.92, 0.51)  -1.50
O (-4.31, 1.89, 0.22)  -0.05
H (-3.95, 1.42, 2.64)  0.34
H (-4.01, 2.98, 3.38)  0.56
H (-2.56, 2.54, 2.52)  -0.02
H (-5.05, 3.56, 1.21)  0.37
H (-3.00, 4.86, 1.07)  0.46
H (-3.39, 4.14, -0.51)  0.53
H (-2.10, 3.46, 0.48)  0.02
H (-4.21, 2.15, -0.70)  -0.37